No. 1
# C9H15ClO2

A cluster of 2 separate species, C9H15ClO2 in total at a distorted geometry (ωB97M-V/def2-TZVPD, the Open Molecules 2025 dataset).

Geometry as XYZ:
```
27
Properties=species:S:1:pos:R:3:forces:R:3:nbo_charge:R:1
C -0.408 0.605 -0.488 -0.09 1.00 -0.08 -0.0394
C 0.466 1.431 -0.511 -0.82 -0.71 0.31 -0.2393
C -1.212 -1.412 -1.482 -3.47 1.56 0.12 -0.6114
C -2.018 -0.585 0.926 -0.19 -0.28 -2.35 -0.6335
C 3.771 0.940 1.589 -2.57 -4.39 -1.17 -0.6501
C -3.113 1.774 -0.571 -1.20 -1.37 0.68 -0.2652
C 3.153 -1.850 -0.835 2.07 0.46 -4.33 -0.1933
C -1.639 -0.207 -0.553 1.32 -0.27 0.84 0.2058
C 3.969 0.091 0.299 -0.87 0.46 0.70 0.2162
O -2.680 0.576 -1.177 0.72 -0.69 -0.56 -0.5321
O 3.290 -1.001 0.124 0.12 0.82 2.32 -0.3710
Cl 4.936 0.707 -0.961 0.04 0.00 -0.34 -0.0085
H -2.008 -2.175 -1.375 0.37 0.21 -0.32 0.2052
H -0.300 -1.827 -1.103 0.71 0.08 -0.51 0.2317
H -1.331 -0.906 -2.489 1.01 -1.23 0.81 0.2393
H -1.202 -1.020 1.488 -0.11 -1.05 -0.27 0.2283
H -2.090 0.332 1.395 -0.58 2.12 1.18 0.2111
H -3.022 -1.026 0.889 0.57 -0.52 0.45 0.2202
H 4.599 0.576 2.176 0.01 0.79 1.00 0.2348
H 2.683 0.659 2.010 2.67 0.63 -0.65 0.2356
H 3.764 1.907 1.232 0.35 2.36 0.04 0.2227
H -3.623 1.509 0.357 0.48 0.56 0.47 0.1706
H -3.885 2.196 -1.145 -1.52 -0.27 -1.38 0.1937
H -2.529 2.654 -0.575 2.07 0.36 0.72 0.1854
H 3.026 -2.868 -0.567 -0.50 -0.51 0.44 0.1699
H 3.796 -1.609 -1.798 -1.41 -0.63 1.98 0.1474
H 1.111 2.239 -0.371 0.80 0.51 -0.10 0.2259
```
Forces are in eV/Å.

Results
Relative energy (zero: lowest compared OMol25 entry of this formula, charge and spin) ... 37.9 kcal/mol
Orbital gap (alpha / beta) ... 8.22 / 7.83 eV
HOMO (alpha / beta) ... -0.275 / -0.260 hartree
LUMO (alpha / beta) ... 0.75 / 0.76 eV
Energy ... -26186.132 eV
Strongest force on any atom ... 5.216 eV Å⁻¹
Total charge ... 0


No. 2
# C13H40BNO20

A cluster of 13 separate species, C13H40BNO20 in total at a distorted geometry (ωB97M-V/def2-TZVPD, the Open Molecules 2025 dataset).

Geometry as XYZ:
```
75
Properties=species:S:1:pos:R:3:forces:R:3:lowdin_charge:R:1
C -1.143 1.296 -3.891 0.10 -0.18 -0.66 -0.0499
C 0.363 1.019 -4.146 0.33 -0.16 0.78 -0.4612
C 1.218 1.701 -3.021 -0.70 -1.85 2.04 -0.1352
C 1.123 0.844 -1.690 0.18 0.62 -1.61 -0.1833
C 1.487 -0.606 -1.978 -1.58 0.32 0.98 -0.1568
C 0.676 -1.355 -3.096 1.94 0.20 -0.74 -0.4644
N 0.654 -0.490 -4.285 1.34 2.05 -0.41 -0.2198
O 0.333 -1.025 -5.570 -0.49 0.14 1.35 -0.3750
C -0.703 -1.865 -2.598 0.31 0.49 0.27 -0.0393
C 1.631 -2.620 -3.367 -1.54 0.21 1.28 -0.0572
C 0.807 1.886 -5.353 -0.44 -1.32 -0.84 -0.0899
H -1.434 1.330 -2.841 0.07 -0.13 0.03 0.0519
H -1.707 0.530 -4.425 -0.03 -0.26 0.14 0.0721
H -1.458 2.229 -4.359 0.04 0.34 0.18 0.0600
H 0.814 2.676 -2.750 0.05 0.28 -0.49 0.1045
H 2.257 1.773 -3.342 0.04 0.05 -0.01 0.0978
H 0.126 0.963 -1.265 -0.33 -0.28 -0.28 0.0792
H 1.750 1.159 -0.856 0.44 0.50 -0.18 0.0971
H 1.223 -1.032 -1.010 0.05 -0.97 0.18 0.0825
H 2.573 -0.683 -2.031 0.00 -0.16 -0.67 0.1094
H -1.343 -2.283 -3.375 0.42 -0.14 -0.27 0.0763
H -1.301 -1.060 -2.172 0.20 0.22 -0.02 0.0386
H -0.557 -2.589 -1.796 -0.06 -0.28 0.05 0.0666
H 1.008 -3.377 -3.843 0.76 0.08 -1.13 0.0634
H 1.858 -3.132 -2.431 -0.49 0.15 0.93 0.0425
H 2.666 -2.403 -3.629 -0.48 0.27 -1.35 0.0687
H 0.237 1.607 -6.240 0.03 -0.17 -0.13 0.0622
H 1.861 1.730 -5.580 0.06 -0.09 0.03 0.0685
H 0.629 2.949 -5.195 -0.02 0.01 0.45 0.0649
O -1.817 1.299 1.113 2.06 -2.57 1.57 0.1015
C -1.029 0.517 1.687 -1.63 2.98 -1.55 -0.3083
O -0.166 -0.264 1.110 0.32 0.14 -0.02 0.2502
B 0.647 -0.935 2.152 -0.04 -2.13 -0.67 -0.8894
O 0.012 -0.589 3.398 0.89 -0.03 0.91 0.2853
C -0.805 0.389 3.210 -2.01 1.42 1.35 -0.3351
O -1.348 1.040 4.092 0.96 -0.64 -1.37 0.0995
O 2.099 -0.706 2.121 0.17 0.24 -0.31 0.2443
C 2.730 -1.787 1.687 -0.11 -0.31 -0.05 -0.3502
O 3.884 -1.895 1.413 0.13 0.17 0.25 0.1608
C 1.735 -2.948 1.577 -3.04 -0.10 -0.47 -0.2740
O 0.515 -2.401 1.956 1.78 -0.95 -0.49 0.1840
O 1.861 -4.067 1.140 0.38 1.67 0.90 0.1467
O 2.276 -6.839 1.160 -0.03 -0.71 0.06 -0.0692
H 3.207 -6.707 1.343 0.14 0.11 0.00 0.0225
H 1.949 -5.966 0.939 -0.09 0.42 -0.03 -0.0183
O -2.736 3.350 5.078 0.01 0.43 0.26 -0.0393
H -2.439 2.441 5.039 0.13 -0.35 -0.42 -0.0085
H -3.349 3.370 5.813 -0.20 0.08 0.06 0.0408
O -1.075 3.961 2.764 0.38 0.17 0.27 -0.0268
H -0.702 3.134 3.069 -0.01 -0.19 0.07 0.0333
H -1.720 4.194 3.432 -0.40 -0.07 0.34 0.0309
O -1.328 4.748 0.265 0.31 0.70 -0.48 -0.0894
H -1.706 3.985 -0.173 -0.31 -0.08 -0.40 -0.0301
H -1.266 4.491 1.185 0.13 -0.11 0.39 -0.0508
O -4.222 2.624 1.583 -0.72 0.41 -0.01 -0.0529
H -4.801 1.920 1.293 -0.12 -0.21 0.01 0.0286
H -3.339 2.273 1.464 0.62 -0.16 0.17 -0.0274
O 4.089 1.050 3.987 -0.02 0.14 0.36 -0.0478
H 5.019 1.166 3.791 0.21 0.02 -0.10 0.0284
H 3.769 0.468 3.298 -0.24 -0.18 -0.31 0.0023
O -3.113 3.301 -1.245 0.09 -0.18 -0.55 -0.0432
H -3.326 2.491 -0.784 -0.05 -0.29 0.13 0.0171
H -3.911 3.827 -1.189 -0.09 0.19 0.20 0.0488
O -3.433 0.028 5.508 -0.57 0.05 0.35 -0.0523
H -3.326 -0.923 5.508 0.04 -0.27 -0.05 0.0317
H -2.553 0.369 5.669 0.35 -0.03 -0.18 0.0029
O -3.260 -1.057 -0.687 -0.43 -0.03 -0.09 -0.0436
H -3.643 -1.472 0.086 -0.09 -0.12 0.20 0.0295
H -2.484 -0.605 -0.357 0.37 0.23 -0.02 -0.0020
O 6.421 -1.311 0.765 0.78 0.16 -0.02 -0.0721
H 5.540 -1.607 0.995 -0.41 0.02 0.10 -0.0378
H 6.646 -1.813 -0.019 0.05 -0.04 -0.17 0.0237
O -1.923 -3.841 3.624 -0.34 0.00 0.36 -0.0519
H -1.909 -4.632 3.085 0.05 -0.15 -0.16 0.0322
H -1.317 -3.243 3.188 0.39 0.19 -0.24 0.0014
```
Forces are in eV/Å.

Results
Relative energy (zero: lowest compared OMol25 entry of this formula, charge and spin) ... 51.9 kcal/mol
Orbital gap ... 2.91 eV
HOMO ... 0.026 hartree
LUMO ... 3.61 eV
Energy ... -57251.453 eV
Strongest force on any atom ... 3.733 eV Å⁻¹
Total charge ... -2


No. 3
# C4H5NS2

An isolated molecule of C4H5NS2 at a distorted geometry (ωB97M-V/def2-TZVPD, the Open Molecules 2025 dataset).

Geometry as XYZ:
```
12
Properties=species:S:1:pos:R:3:forces:R:3:nbo_charge:R:1
C -0.728 2.195 0.025 -2.49 0.73 -0.51 -0.2859
C -0.019 1.090 -0.040 0.29 -0.21 0.23 -0.1252
C 1.475 1.074 0.008 -0.19 -1.51 0.11 -0.5337
S 1.965 -0.708 0.012 -0.51 -0.27 -0.07 0.3516
N 0.275 -1.271 -0.014 0.99 1.20 -0.19 -0.6923
C -0.632 -0.253 -0.056 -0.19 -1.99 0.64 0.0679
S -2.216 -0.660 0.015 -0.69 0.39 -0.19 -0.1439
H -1.853 2.125 0.056 1.31 -0.17 -0.05 0.2321
H -0.385 3.223 -0.076 0.50 -0.40 0.34 0.2077
H 1.842 1.528 0.902 0.22 0.26 0.59 0.2363
H 1.899 1.554 -0.835 0.49 0.39 -0.89 0.2362
H 0.021 -2.283 -0.003 0.27 1.59 -0.01 0.4492
```
Forces are in eV/Å.

Results
Relative energy (zero: lowest compared OMol25 entry of this formula, charge and spin) ... 32.6 kcal/mol
Orbital gap ... 8.03 eV
HOMO ... -0.301 hartree
LUMO ... -0.17 eV
Energy ... -27388.304 eV
SMILES ... C=C1CSNC1=S
Strongest force on any atom ... 2.644 eV Å⁻¹
Total charge ... 0


No. 4
# C33H23N4O4P2Se2Ti

A structure of composition C33H23N4O4P2Se2Ti (ωB97M-V/def2-TZVPD, the Open Molecules 2025 dataset).

Geometry as XYZ:
```
69
Properties=species:S:1:pos:R:3:forces:R:3:lowdin_spin:R:1
Ti 1.850 0.404 -2.480 0.67 0.33 -0.27 1.6760
O -0.798 -1.007 -5.280 0.03 0.05 0.02 0.0104
C 0.152 -0.617 -4.631 -0.02 -0.25 -0.07 0.0075
O 0.159 0.266 -3.680 -0.14 0.00 0.10 0.0204
C 1.567 -1.079 -5.000 -0.02 0.11 0.18 0.0308
C 1.951 -1.761 -6.138 0.05 0.01 -0.06 -0.0049
C 3.303 -1.762 -6.474 -0.03 0.02 0.02 0.0302
C 4.206 -0.990 -5.745 -0.03 0.00 -0.03 -0.0054
C 3.738 -0.339 -4.619 -0.10 0.00 0.11 0.0325
N 2.482 -0.514 -4.216 -0.03 -0.06 -0.52 0.0080
C 4.391 0.837 -3.885 0.07 -0.03 -0.24 0.0092
O 5.540 1.151 -4.151 0.02 -0.06 0.10 0.0113
O 3.554 1.451 -3.122 0.18 -0.07 0.16 0.0194
H 1.196 -2.224 -6.758 0.00 -0.01 -0.01 -0.0008
H 3.638 -2.293 -7.356 0.00 0.00 0.00 0.0022
H 5.230 -0.843 -6.058 0.01 0.00 0.00 -0.0009
Se -4.123 -2.019 -0.806 -0.06 -0.03 -0.04 0.0015
P -2.434 -1.293 0.195 0.06 0.01 0.05 0.0042
C -2.586 0.495 0.483 0.00 -0.02 0.06 0.0003
C -2.457 1.303 -0.645 -0.05 -0.03 -0.02 0.0002
C -2.647 2.671 -0.543 -0.10 0.02 0.02 0.0000
C -2.959 3.244 0.683 -0.03 -0.04 -0.01 0.0000
C -3.095 2.441 1.806 -0.04 -0.03 0.03 0.0000
C -2.916 1.069 1.707 -0.17 0.05 -0.15 0.0000
C -2.195 -2.147 1.786 -0.10 0.04 -0.02 0.0011
C -3.240 -2.178 2.709 0.04 -0.02 -0.01 0.0001
C -3.104 -2.885 3.892 0.01 0.02 -0.03 0.0001
C -1.939 -3.599 4.143 -0.03 -0.02 0.00 0.0000
C -0.914 -3.604 3.210 -0.03 -0.06 -0.02 0.0000
C -1.037 -2.875 2.036 0.02 -0.05 0.00 0.0005
C -0.850 -1.441 -0.636 -0.03 -0.04 -0.08 0.0237
C 0.385 -0.773 -0.585 0.05 -0.08 0.32 0.0067
N 1.183 -1.426 -1.479 -0.18 0.15 0.05 0.0150
N 0.488 -2.402 -2.031 -0.02 -0.05 -0.05 0.0242
N -0.725 -2.437 -1.533 0.05 0.00 0.00 -0.0022
P 1.278 0.325 0.546 -0.14 -0.09 -0.04 0.0152
Se 3.324 0.389 -0.026 -0.20 0.09 0.06 0.0100
C 0.645 2.030 0.464 0.01 0.01 0.09 0.0049
C 0.553 2.819 1.607 0.01 -0.03 -0.02 0.0009
C 0.299 4.179 1.504 0.01 0.07 -0.03 0.0019
C 0.161 4.773 0.260 0.05 -0.06 0.02 0.0009
C 0.268 3.996 -0.884 0.05 0.02 -0.06 0.0033
C 0.502 2.636 -0.783 0.08 0.06 -0.02 0.0211
C 1.003 -0.278 2.234 0.03 0.01 0.13 0.0032
C -0.150 0.028 2.954 0.10 0.07 -0.02 0.0008
C -0.325 -0.465 4.236 0.02 0.04 0.05 0.0001
C 0.644 -1.279 4.804 0.06 0.05 -0.04 0.0004
C 1.789 -1.598 4.087 -0.04 0.03 0.05 0.0001
C 1.972 -1.096 2.808 0.02 0.02 -0.06 0.0005
H -2.205 0.858 -1.604 -0.01 0.02 0.01 0.0000
H -2.537 3.294 -1.421 -0.02 -0.02 0.00 0.0000
H -3.093 4.315 0.763 0.00 0.00 0.00 0.0000
H -3.339 2.882 2.765 0.00 0.01 0.00 0.0000
H -3.019 0.451 2.589 -0.07 -0.03 0.00 0.0000
H -4.173 -1.680 2.474 -0.01 0.03 0.00 0.0000
H -3.918 -2.900 4.606 0.00 -0.01 0.01 0.0000
H -1.839 -4.165 5.061 0.01 -0.01 0.01 0.0000
H -0.012 -4.172 3.396 0.00 0.00 -0.02 0.0000
H -0.233 -2.877 1.310 -0.02 -0.02 0.01 0.0002
H 0.705 2.380 2.583 0.00 0.01 0.01 0.0001
H 0.226 4.779 2.403 0.00 -0.01 0.01 0.0001
H -0.020 5.837 0.179 0.00 0.01 0.00 0.0001
H 0.171 4.443 -1.865 0.00 0.01 0.01 0.0003
H 0.551 2.074 -1.718 -0.17 -0.05 0.15 0.0146
H -0.909 0.658 2.509 0.20 -0.07 0.11 0.0000
H -1.229 -0.231 4.785 -0.01 0.01 0.00 0.0000
H 0.501 -1.671 5.803 0.00 -0.01 0.01 0.0000
H 2.546 -2.234 4.527 0.01 -0.01 0.00 0.0000
H 2.869 -1.324 2.245 0.01 0.00 0.01 0.0000
```
Forces are in eV/Å.

Results
<S²> ... 2.01
Relative energy (zero: lowest compared OMol25 entry of this formula, charge and spin) ... 25.4 kcal/mol
Orbital gap (alpha / beta) ... 5.76 / 7.72 eV
Spin multiplicity ... 3
HOMO (alpha / beta) ... -0.132 / -0.204 hartree
LUMO (alpha / beta) ... 2.17 / 2.17 eV
Energy ... -221135.879 eV
Strongest force on any atom ... 0.794 eV Å⁻¹
Total charge ... -1


No. 5
# CClIN4

An isolated molecule of CClIN4 at a distorted geometry (ωB97M-V/def2-TZVPD, the Open Molecules 2025 dataset).

Geometry as XYZ:
```
7
Properties=species:S:1:pos:R:3:forces:R:3:nbo_charge:R:1
Cl 1.632 1.752 1.561 -2.13 -2.79 -1.19 0.1858
N 0.514 0.488 0.635 -0.23 -0.34 -0.24 -0.2148
N 0.285 0.925 -0.585 -0.25 -0.12 -0.45 -0.0288
N -0.443 0.099 -1.249 0.51 0.62 0.52 -0.0747
N -0.765 -1.004 -0.476 0.07 0.14 0.04 -0.2923
C -0.250 -0.882 0.668 2.10 2.78 1.01 0.1181
I -0.179 -2.044 2.312 -0.07 -0.28 0.31 0.3066
```
Forces are in eV/Å.

Results
Relative energy (zero: lowest compared OMol25 entry of this formula, charge and spin) ... 21.0 kcal/mol
Orbital gap ... 8.02 eV
HOMO ... -0.375 hartree
LUMO ... -2.19 eV
Energy ... -27616.022 eV
SMILES ... Cln1nnnc1I
Strongest force on any atom ... 3.710 eV Å⁻¹
Total charge ... 0


Question: relative energy (zero: lowest compared OMol25 entry of this formula, charge and spin) of number 3 (C4H5NS2)?
Answer: 32.6 kcal/mol


Question: What is the formula in the third record?
Answer: C4H5NS2